[1]
Computed, not measured: a 2-piece molecular cluster, C2H8NO2 overall in a non-equilibrium geometry, with ωB97M-V with the def2-TZVPD basis set.

Geometry as XYZ:
```
13
Properties=species:S:1:pos:R:3:forces:R:3:nbo_charge:R:1
O 0.2198 -0.5592 2.1817 0.1 -0.1 -0.2 -0.46
C -0.4475 0.3347 1.7519 0.0 0.1 0.1 0.41
C -1.2789 0.1294 0.4840 0.0 0.9 0.8 -0.34
N -0.4448 -0.5884 -0.4990 -0.6 0.0 -0.3 -0.68
H -0.4749 1.3293 2.2250 -0.2 -0.1 0.1 0.16
H -2.1742 -0.4207 0.7442 -0.1 -0.4 -0.1 0.26
H -1.6047 1.0880 0.0886 0.1 0.0 -0.3 0.24
H -1.0252 -0.8273 -1.3035 0.2 -0.1 -0.1 0.44
H 0.3474 0.0119 -0.8056 0.3 -0.3 -0.1 0.48
H -0.0721 -1.4534 -0.0988 0.1 0.1 0.1 0.46
H 2.2276 -0.2102 -2.1737 0.2 0.0 0.0 0.50
H 2.7078 0.9161 -1.2415 0.0 0.0 0.0 0.51
O 2.0197 0.2498 -1.3533 -0.2 0.0 0.0 -0.98
```
Positions in Å, forces in eV/Å.

As for the HOMO-LUMO gap: 11.00 eV. As for the net charge: +1.

[2]
Computed, not measured: C17H31F3HfO2P2 as an isolated structure in a non-equilibrium geometry, with ωB97M-V with the def2-TZVPD basis set.

Geometry as XYZ:
```
56
Properties=species:S:1:pos:R:3:forces:R:3:nbo_charge:R:1
P 2.3337 -0.7122 -0.3010 2.7 0.2 -2.7 1.41
P -1.3171 -0.9984 0.1722 0.5 -0.3 -0.4 0.95
C 1.4239 -2.1587 0.4210 -0.2 0.3 -0.2 -0.74
C -0.0014 -2.3530 -0.0931 -0.1 -0.1 0.6 -0.71
H 1.4966 -2.0764 1.5205 -0.2 0.1 -0.3 0.24
H 2.0364 -3.0346 0.1341 -0.2 0.4 0.2 0.28
H 0.0134 -2.6557 -1.1585 -0.2 0.3 0.5 0.25
H -0.4156 -3.2270 0.4305 0.0 0.2 -0.1 0.26
C -1.9028 -1.3820 1.9453 -0.2 -2.1 0.9 -1.05
H -2.9196 -1.0015 2.1873 0.9 -0.1 0.0 0.32
H -1.1267 -1.1375 2.7777 -1.3 -1.2 -0.4 0.12
H -1.9704 -2.4920 1.9200 0.2 0.6 0.7 0.29
C -2.6321 -2.0838 -0.5528 -0.8 0.2 0.3 -0.92
H -2.6819 -3.0887 -0.1335 0.1 0.1 0.4 0.24
H -2.5241 -2.1774 -1.6337 0.2 0.1 0.2 0.24
H -3.5651 -1.5608 -0.3538 -0.4 -0.2 -0.2 0.26
C 3.6848 -0.3606 0.8642 0.1 -0.1 0.1 -0.97
H 4.0850 0.6443 0.6921 0.0 -0.2 0.1 0.26
H 4.4969 -1.0956 0.7574 -0.3 0.3 0.0 0.28
H 3.2701 -0.4177 1.8770 0.3 0.0 -0.1 0.23
C 3.3350 -1.6866 -1.5826 0.1 -0.8 0.2 -0.99
H 2.6971 -2.1373 -2.3634 0.2 0.1 0.5 0.23
H 3.8894 -2.5193 -1.1101 -0.2 0.3 -0.2 0.24
H 4.0782 -1.0664 -2.1166 -0.4 -0.1 0.5 0.24
Hf -0.5611 0.7899 2.3111 -0.7 2.9 -2.4 2.13
C -1.8188 -0.1605 -2.7973 0.0 1.6 -0.3 -0.08
C -1.6346 0.1055 -1.4831 2.5 2.3 -0.6 -0.61
C 1.1849 1.1606 0.5981 -0.5 -2.6 -1.3 -0.89
C 1.8557 1.8685 -0.5834 -0.2 1.8 0.4 -0.43
C 2.3252 0.8676 -1.7746 -0.3 -1.3 4.8 -0.48
C 1.3775 0.5999 -2.7842 -0.8 0.0 -0.9 0.24
C 0.6974 -0.6557 -3.0459 -2.0 -0.9 -0.2 -0.56
C -0.7203 -0.5131 -3.7568 1.2 -1.8 0.0 -0.44
C -0.8155 2.8346 1.5168 -0.7 1.2 0.1 -1.17
H -2.7438 0.1714 -3.3253 0.6 0.1 0.3 0.25
H -1.5642 1.1915 -1.2066 -1.8 -1.0 0.4 0.26
H 0.2875 0.4961 0.2096 1.1 1.0 1.1 0.28
H 1.7317 0.8908 1.5313 0.0 0.2 -0.5 0.22
H 1.1450 2.6275 -0.9709 0.4 -0.4 0.1 0.26
H 2.7472 2.4582 -0.2684 -0.6 -0.5 -0.2 0.26
H 3.3893 1.0254 -2.0355 -0.7 0.1 -0.3 0.31
H 1.2074 1.3797 -3.5292 0.0 0.1 0.0 0.23
H 0.5205 -1.2050 -2.1002 0.6 0.2 -0.9 0.25
H 1.2638 -1.3175 -3.7440 0.1 0.5 0.2 0.31
H -0.6227 0.2638 -4.5360 -0.4 -0.2 0.4 0.26
H -0.9313 -1.4589 -4.2953 0.1 0.4 0.0 0.25
H -1.6037 3.4103 2.0489 0.4 -0.4 -0.3 0.24
H -1.0703 2.9679 0.4488 0.1 -0.4 0.3 0.24
H 0.1043 3.4391 1.6568 -0.2 -0.5 0.1 0.25
F -3.5460 3.8803 3.1985 0.3 -0.8 0.7 -0.30
C -3.5161 2.9250 4.1636 -1.1 0.8 0.8 0.91
F -3.2627 3.5109 5.3463 0.1 -0.7 -1.1 -0.28
F -4.7496 2.3681 4.2174 1.4 0.2 -0.1 -0.29
C -2.4450 1.8697 3.7451 0.3 0.0 -0.5 0.73
O -1.2470 1.8067 4.2118 -1.1 -0.4 -0.9 -0.70
O -2.7686 1.1807 2.7321 1.1 0.0 0.6 -0.68
```
Positions in Å, forces in eV/Å.

As for the HOMO-LUMO gap (alpha / beta): 4.32 / 4.32 eV. As for the net charge: +2.

[3]
Computed, not measured: a 8-piece molecular cluster, C16H36N4O20 overall in a non-equilibrium geometry, with ωB97M-V with the def2-TZVPD basis set.

Geometry as XYZ:
```
76
Properties=species:S:1:pos:R:3:forces:R:3:mulliken_charge:R:1
C -3.2824 3.5097 1.6830 -0.5 -0.2 0.5 -0.69
N -3.8192 4.6548 2.4672 0.5 1.5 0.9 0.85
O -2.9736 5.4424 2.9359 -1.9 -1.2 -0.7 -0.51
O -5.0497 4.7379 2.5764 2.1 0.1 0.0 -0.51
H -4.1267 2.8257 1.7693 0.4 -0.3 -0.9 0.32
H -2.3883 3.0959 2.1493 -0.2 0.3 0.2 0.25
H -2.9983 3.8881 0.7011 -0.5 -0.2 0.0 0.29
C -0.7734 -1.2051 1.0866 1.5 0.1 2.5 -0.77
N -2.0288 -1.1461 0.3690 -0.9 -1.8 0.5 0.86
O -3.1020 -1.3526 0.9974 2.3 0.8 -1.7 -0.52
O -1.8551 -0.9684 -0.8130 -1.5 0.3 -0.4 -0.48
H -0.8461 -0.3798 1.7949 0.5 0.2 -0.2 0.26
H 0.1446 -1.2400 0.5000 -0.7 0.8 -0.6 0.34
H -0.5917 -2.0566 1.7425 -1.2 -0.4 -0.1 0.30
C -8.7910 -1.2957 -1.1126 0.1 -1.4 -0.9 -0.67
N -8.6183 -0.7250 -2.4931 -1.6 2.3 -1.1 0.80
O -9.5753 -0.6035 -3.2936 1.1 -1.3 2.0 -0.50
O -7.5613 -0.1959 -2.7155 1.1 -0.3 0.0 -0.49
H -9.5882 -0.7606 -0.5966 0.2 -0.2 -0.2 0.27
H -7.8249 -1.3597 -0.6121 -0.1 0.9 -0.1 0.31
H -8.9927 -2.3459 -1.3236 -0.8 0.0 0.3 0.29
C 1.0527 3.1919 -4.2740 -1.3 -0.9 0.9 -0.69
N 1.3881 2.3869 -3.0004 1.5 0.5 -0.3 0.83
O 0.9758 2.8077 -1.9483 -1.1 0.6 0.1 -0.51
O 2.1782 1.4731 -3.0512 -0.1 -0.5 -1.0 -0.51
H -0.0171 3.0213 -4.3948 -0.1 0.3 0.2 0.29
H 1.4637 2.7876 -5.1991 0.8 0.2 0.6 0.30
H 1.2128 4.2312 -3.9873 0.3 -0.2 -0.4 0.28
C 2.0458 -5.9065 0.4810 -0.7 1.0 0.1 -0.61
O 3.3939 -5.9868 0.8957 0.5 1.1 0.7 -0.28
C 3.9076 -4.8941 1.5710 -1.1 0.3 0.1 0.76
O 3.3764 -3.7992 1.7819 1.1 -2.5 -0.7 -0.57
O 5.0813 -5.3400 1.9980 1.4 -0.2 -0.6 -0.29
C 6.0026 -4.4493 2.6789 -2.3 0.9 1.0 -0.60
H 1.4204 -5.5433 1.2965 0.0 -0.2 0.1 0.28
H 1.6818 -6.8799 0.1521 0.4 0.1 0.0 0.23
H 1.9525 -5.1553 -0.3033 -0.1 -0.2 -0.3 0.28
H 6.9376 -4.8841 3.0323 -0.3 -0.6 -0.8 0.24
H 5.3851 -4.2321 3.5504 0.6 0.6 0.5 0.29
H 6.1184 -3.5020 2.1523 0.2 -0.3 -0.3 0.28
C 1.3157 5.8440 6.8041 -1.3 1.4 -1.1 -0.69
O 0.8451 4.5973 6.3245 1.1 -1.7 -1.1 -0.29
C -0.0954 3.9280 6.9535 -1.8 1.2 1.4 0.76
O -0.5654 4.3396 7.9999 0.0 -1.1 -0.6 -0.57
O -0.5426 2.8730 6.2359 1.8 1.2 -1.0 -0.28
C -1.7428 2.2260 6.5783 -0.3 0.4 1.4 -0.61
H 1.8211 5.9291 7.7660 0.0 -0.7 -0.2 0.29
H 0.4491 6.5046 6.7782 -0.2 0.1 0.7 0.32
H 1.8584 6.2433 5.9473 0.8 -0.3 0.4 0.27
H -2.1061 1.6454 5.7303 0.4 0.0 0.1 0.19
H -2.4873 2.9642 6.8764 -0.1 0.0 -0.1 0.32
H -1.5114 1.6275 7.4594 -0.5 -0.4 -0.1 0.30
C -3.0169 -3.7921 -6.8701 1.2 -1.0 0.7 -0.63
O -3.8065 -4.8110 -7.4989 0.1 -0.9 -1.4 -0.29
C -3.1597 -5.6859 -8.3526 1.4 -0.4 -0.4 0.77
O -1.9562 -5.8455 -8.5450 -2.1 1.0 0.9 -0.56
O -4.0774 -6.4225 -9.0078 -1.0 1.6 2.1 -0.30
C -3.7401 -7.4558 -9.8560 0.9 -1.6 -1.3 -0.67
H -2.1039 -3.7108 -7.4600 -0.1 0.6 0.2 0.31
H -2.7488 -4.1345 -5.8706 0.3 -0.5 0.0 0.26
H -3.5145 -2.8596 -6.6037 -0.6 -0.1 -1.2 0.25
H -3.0228 -8.2100 -9.5323 0.5 0.5 0.9 0.31
H -3.3259 -7.0745 -10.7894 -0.3 0.0 -0.1 0.29
H -4.6100 -8.0936 -10.0127 -0.4 0.7 -0.2 0.26
C 5.9315 1.7629 0.8624 1.6 1.3 0.3 -0.57
O 6.8641 2.9154 0.7939 -0.3 0.6 0.5 -0.32
C 6.8554 3.9286 1.7179 -0.3 -1.6 -2.2 0.76
O 6.1990 3.9722 2.6920 -1.4 -0.2 2.2 -0.52
O 7.6339 4.8797 1.2831 1.5 0.0 -1.3 -0.31
C 7.5565 6.1622 1.8885 -0.6 -0.2 -0.6 -0.63
H 6.1375 1.2154 1.7821 -0.1 -0.2 -0.2 0.28
H 6.3099 1.2817 -0.0394 -0.7 -0.6 0.3 0.20
H 4.8785 2.0420 0.8238 0.2 0.2 -0.2 0.29
H 6.4911 6.3178 2.0585 0.2 0.4 0.8 0.33
H 7.8392 6.8543 1.0953 0.3 0.0 0.2 0.22
H 8.2322 6.1954 2.7432 -0.4 0.3 0.1 0.26
```
Positions in Å, forces in eV/Å.

As for the SMILES: C[N+](=O)[O-].C[N+](=O)[O-].C[N+](=O)[O-].C[N+](=O)[O-].COC(=O)OC.COC(=O)OC.COC(=O)OC.COC(=O)OC. As for the HOMO-LUMO gap: 10.39 eV. As for the net charge: 0.

[4]
Computed, not measured: C29H53N2O2P2Sn as an isolated structure in a non-equilibrium geometry, with ωB97M-V with the def2-TZVPD basis set.

Geometry as XYZ:
```
89
Properties=species:S:1:pos:R:3:forces:R:3:mulliken_charge:R:1
C -0.7195 -2.4657 -1.8218 -0.1 0.6 0.2 -0.10
C 1.5312 -2.2835 -1.1073 -0.6 -0.5 -0.2 0.89
C -0.4329 -3.6286 -2.5319 0.2 -0.2 0.1 -0.73
C 1.7974 -3.5767 -1.6602 0.4 0.7 0.3 -0.97
C 0.8246 -4.2297 -2.3909 -0.4 0.1 0.0 -0.88
H -1.2216 -4.0619 -3.1440 0.3 -0.1 0.1 0.60
H 2.8054 -3.9828 -1.5332 -0.4 0.1 -0.1 0.58
H 1.0191 -5.1982 -2.8471 0.0 0.2 0.0 0.49
N 0.2211 -1.8197 -1.1106 0.5 0.0 -0.4 0.90
P -2.5998 -0.9068 -0.4042 -1.1 -0.6 -0.2 0.11
P 2.5297 0.2395 -0.2162 1.1 0.3 0.4 0.70
C -2.1293 -1.8733 -1.8908 0.4 0.0 -0.4 -1.06
H -2.1974 -1.2305 -2.7834 0.1 -0.2 0.3 0.73
H -2.8588 -2.6844 -2.0402 0.2 0.3 0.1 0.47
C -0.3414 2.5253 1.7530 0.0 3.1 1.1 0.29
O -0.3455 3.5881 2.1705 0.0 -2.7 -1.0 -0.17
C 2.5688 -1.4698 -0.6145 0.4 -1.6 0.1 -1.68
H 3.5407 -1.9741 -0.5365 -0.3 0.2 -0.1 0.55
C 3.4707 1.0130 -1.7344 -0.3 0.4 -0.2 1.77
C 3.5485 0.4191 1.4183 -0.2 0.2 0.1 1.72
C -3.8421 0.4778 -0.8687 0.1 0.2 0.0 2.24
C -3.2627 -2.2825 0.7254 0.2 0.3 0.3 1.81
C 3.0536 2.4885 -1.7843 0.1 0.1 0.1 -1.24
H 3.2860 3.0201 -0.8523 0.0 -0.1 -0.3 0.27
H 3.5923 2.9858 -2.6058 -0.1 -0.1 0.2 0.57
H 1.9756 2.5761 -1.9746 0.3 0.1 0.1 -0.09
C 4.9931 0.8643 -1.6150 0.1 0.0 0.2 -1.83
H 5.4159 1.4317 -0.7769 -0.1 -0.2 -0.3 0.35
H 5.2931 -0.1899 -1.5399 0.0 0.3 0.0 0.43
H 5.4478 1.2639 -2.5363 -0.2 -0.1 0.2 0.54
C 3.0381 0.3224 -3.0360 -0.2 -0.2 0.1 -1.44
H 3.5416 0.8171 -3.8830 -0.1 -0.2 0.3 0.59
H 3.3162 -0.7381 -3.0532 0.0 0.2 -0.1 0.36
H 1.9550 0.4055 -3.1976 0.4 -0.2 0.0 0.06
C 3.8760 1.9067 1.6251 0.0 0.1 -0.1 -1.65
H 2.9604 2.5149 1.6509 0.2 -0.1 0.0 0.29
H 4.3778 2.0180 2.5983 -0.1 0.0 -0.3 0.52
H 4.5454 2.3147 0.8582 -0.2 -0.1 0.2 0.28
C 2.7040 -0.0441 2.6148 -0.1 -0.2 0.0 -1.52
H 1.7807 0.5363 2.7322 0.1 0.0 0.0 0.20
H 2.4362 -1.1054 2.5553 0.2 0.3 -0.1 0.27
H 3.2985 0.0965 3.5315 -0.2 0.0 -0.3 0.60
C 4.8115 -0.4474 1.3844 0.2 -0.1 -0.2 -1.71
H 5.4972 -0.1869 0.5728 -0.2 -0.1 0.3 0.29
H 5.3537 -0.2990 2.3318 -0.2 0.0 -0.3 0.52
H 4.5643 -1.5131 1.3059 0.1 0.2 0.1 0.36
C -3.5175 -1.6319 2.0941 -0.1 -0.1 0.1 -1.53
H -3.8865 -2.4074 2.7781 0.1 0.2 -0.1 0.51
H -2.5922 -1.2159 2.5175 -0.2 -0.1 -0.1 0.20
H -4.2683 -0.8330 2.0488 0.2 -0.2 0.1 0.27
C -2.1910 -3.3766 0.8777 0.2 0.1 -0.1 -1.54
H -2.0474 -3.9458 -0.0490 -0.1 0.1 0.2 0.24
H -1.2282 -2.9772 1.2212 -0.3 -0.1 -0.1 0.16
H -2.5408 -4.0829 1.6431 0.0 0.2 -0.2 0.71
C -4.5317 -2.9399 0.1574 -0.2 0.2 0.0 -1.47
H -4.7344 -3.8400 0.7551 0.1 0.2 -0.1 0.51
H -5.4118 -2.2951 0.2323 0.2 -0.3 0.0 0.40
H -4.4161 -3.2613 -0.8860 -0.1 0.0 0.3 0.24
C -3.7393 0.7575 -2.3750 0.1 -0.1 -0.1 -1.65
H -4.1071 -0.0826 -2.9805 0.1 0.2 0.1 0.38
H -4.3600 1.6352 -2.6184 0.2 -0.3 0.1 0.69
H -2.7059 0.9843 -2.6680 -0.3 -0.1 0.1 -0.26
C -3.4397 1.7565 -0.1003 0.0 -0.2 0.1 -1.44
H -2.4423 2.1122 -0.3928 -0.1 0.0 0.0 0.09
H -4.1658 2.5489 -0.3434 0.3 -0.3 0.1 0.60
H -3.4552 1.6039 0.9881 0.0 0.1 -0.2 0.32
C -5.2920 0.1213 -0.5110 -0.2 -0.1 0.0 -1.86
H -5.6523 -0.7496 -1.0742 0.1 0.3 0.2 0.43
H -5.4267 -0.0480 0.5668 0.0 0.0 -0.4 0.35
H -5.9304 0.9769 -0.7871 0.3 -0.2 0.1 0.52
Sn -0.1731 0.0171 0.1619 0.2 -0.5 -0.2 0.61
N -0.2862 1.1143 -1.8363 1.2 0.4 -2.7 0.07
C 0.0034 1.5048 -2.9107 -2.5 0.9 2.3 -0.63
C -0.1528 2.4300 -4.1290 0.8 -0.3 -0.6 2.03
C 0.9183 2.1116 -5.1665 0.5 -0.2 -0.2 -1.70
C -1.5218 2.2005 -4.7667 -0.6 -0.5 0.3 -1.69
C 0.0038 3.8734 -3.6513 0.1 0.3 0.8 -1.50
H 1.9268 2.2709 -4.7655 -0.2 0.0 -0.2 0.28
H 0.8294 1.0734 -5.5084 0.1 0.2 0.0 0.40
H 0.7842 2.7738 -6.0308 0.0 -0.2 0.2 0.52
H -2.3356 2.5063 -4.0991 0.2 -0.1 -0.2 0.37
H -1.6238 2.7819 -5.6927 0.3 -0.1 0.3 0.49
H -1.6382 1.1399 -5.0274 -0.1 0.2 0.0 0.40
H -0.0972 4.5745 -4.4900 0.0 -0.4 0.1 0.44
H -0.7588 4.1319 -2.9038 0.2 0.0 -0.2 0.34
H 0.9972 4.0267 -3.2099 -0.3 0.1 -0.1 0.40
O 0.2290 -1.9197 2.4680 0.0 -0.1 0.5 -0.57
H 0.8273 -2.6601 2.6830 -0.3 0.3 -0.1 0.29
H -0.1045 -1.6272 3.3380 0.2 -0.2 -0.4 0.29
```
Positions in Å, forces in eV/Å.

As for the HOMO-LUMO gap (alpha / beta): 5.73 / 5.95 eV. As for the net charge: +3.

It is found that the ΔE to the lowest compared entry with this formula, charge and spin values, taken in the order of the records, are 106.00 862.14 278.29 38.99 kJ/mol.
It is found that the DFT total energy values, taken in the order of the records, are -285.97808 -1846.15492 -2354.57638 -2292.84292 Eh.
It is found that the molar mass values, taken in the order of the records, are 78.1 564.9 604.5 642.4 g/mol.